The following is a DFT calculation (ωB97M-V with the def2-TZVPD basis set) of a structure of composition C49H39GeN10O3S2W in a non-equilibrium geometry.

CARTESIAN COORDINATES (ANGSTROEM)
1 W 0.6515 -0.6043 0.5288
2 N -0.9395 -3.4698 2.0264
3 C -0.2419 -3.6147 0.8118
4 N -0.1871 -5.0001 0.2631
5 C 1.0688 -5.4301 -0.1310
6 N 1.2023 -6.7206 -0.3335
7 N 2.1245 -4.6346 -0.2558
8 C 1.9666 -3.3600 0.0739
9 N 0.9367 -2.7834 0.6601
10 C 3.0447 -2.4433 -0.3299
11 C 4.2763 -2.8950 -0.7507
12 C 5.1986 -1.9681 -1.2142
13 C 4.8223 -0.6379 -1.2764
14 C 3.5630 -0.2684 -0.8405
15 N 2.6864 -1.1468 -0.3307
16 H -0.4512 -3.9465 2.7775
17 H -1.8647 -3.8783 1.9505
18 H 0.4098 -7.3341 -0.2289
19 H 2.1053 -7.1023 -0.5704
20 H 4.4836 -3.9542 -0.7187
21 H 6.1799 -2.2838 -1.5421
22 H 5.4852 0.1184 -1.6725
23 H 3.2406 0.7557 -0.9192
24 C 1.2335 -1.3320 4.8743
25 C 2.3340 -0.5609 5.2251
26 C 2.9192 0.2581 4.2773
27 C 2.4229 0.2710 2.9730
28 C 1.3875 -0.5730 2.5756
29 C 0.7667 -1.3325 3.5668
30 C 2.8060 1.2964 2.0030
31 C 3.9756 2.0675 2.1922
32 C 4.2605 3.0884 1.3466
33 C 3.3492 3.3926 0.3096
34 C 3.5680 4.4810 -0.5630
35 C 2.6791 4.7654 -1.5610
36 C 1.5270 3.9716 -1.6944
37 C 1.2981 2.9096 -0.8581
38 C 2.2109 2.5677 0.1536
39 N 1.9744 1.4723 0.9721
40 H 0.7326 -1.9278 5.6268
41 H 2.7075 -0.5697 6.2400
42 H 3.7295 0.9088 4.5772
43 H -0.0963 -1.9296 3.3204
44 H 4.6426 1.8162 3.0021
45 H 5.1576 3.6836 1.4663
46 H 4.4555 5.0850 -0.4205
47 H 2.8539 5.5918 -2.2361
48 H 0.8101 4.1948 -2.4746
49 H 0.3890 2.3394 -0.9485
50 O -6.7442 -0.7287 2.2738
51 N -5.8582 0.0880 2.2965
52 O -5.9553 1.2371 2.6851
53 C -4.5293 -0.3310 1.7953
54 C -4.4867 -1.4429 1.0140
55 C -3.2915 -1.9171 0.3959
56 C -3.3562 -3.2152 -0.2938
57 C -2.3880 -4.0821 -0.6120
58 C -0.9220 -3.9175 -0.4548
59 N -0.9416 -1.2265 0.0189
60 C -2.1801 -1.1217 0.5710
61 C -2.1978 -0.0256 1.4765
62 N -0.9555 0.5089 1.6677
63 C -0.8391 1.5001 2.5398
64 C -1.9408 2.0105 3.2317
65 C -3.1975 1.4818 3.0363
66 C -3.3571 0.4193 2.1201
67 H -5.4124 -1.9829 0.8597
68 H -4.3696 -3.5393 -0.5048
69 H -2.6940 -5.0139 -1.0758
70 H -0.4158 -3.5324 -1.3371
71 H 0.1589 1.8810 2.7111
72 H -1.7877 2.8052 3.9489
73 H -4.0452 1.8622 3.5843
74 Ge 0.3654 0.1007 -2.1131
75 C 0.0202 -1.6152 -2.9579
76 C 1.0802 -2.3873 -3.4335
77 C 0.8394 -3.5840 -4.0999
78 C -0.4662 -4.0030 -4.3168
79 C -1.5298 -3.2285 -3.8654
80 C -1.2862 -2.0474 -3.1817
81 C -1.0335 1.3935 -2.5822
82 C -2.3116 1.3393 -2.0200
83 C -3.3099 2.2222 -2.4163
84 C -3.0381 3.1850 -3.3809
85 C -1.7706 3.2530 -3.9497
86 C -0.7778 2.3638 -3.5524
87 H 1.6975 0.6328 -2.6764
88 H 2.1053 -2.0562 -3.2932
89 H 1.6670 -4.1744 -4.4712
90 H -0.6573 -4.9219 -4.8555
91 H -2.5477 -3.5434 -4.0579
92 H -2.1262 -1.4544 -2.8352
93 H -2.5487 0.5850 -1.2783
94 H -4.3028 2.1455 -1.9902
95 H -3.8176 3.8616 -3.7080
96 H -1.5634 3.9791 -4.7259
97 H 0.1935 2.4086 -4.0330
98 C -2.2520 7.4222 1.2614
99 O -2.0259 5.9613 1.4745
100 C -1.9774 5.1954 0.4909
101 S -2.0501 5.2025 -1.1998
102 S -1.8329 3.5426 0.1952
103 H -2.0234 7.8682 2.2207
104 H -3.2976 7.5448 0.9959
105 H -1.5714 7.7576 0.4837

As for the molecular weight: 1136.50 Da. Its energy above the lowest of the compared OMol25 structures with the same formula, charge and spin is 84.39 kcal/mol. As for the total charge: +3. The value obtained for the LUMO energy is -9.1 eV. The value obtained for the HOMO energy is -15.282 eV. Its orbital gap is 6.2 eV.

Results of the Löwdin charge analysis, in e, for atoms 1 through 99: number 1, W, carries 1.608; number 2, N, carries 0.153; number 3, C, carries -0.471; number 4, N, carries 0.156; number 5, C, carries -0.355; number 6, N, carries 0.257; number 7, N, carries 0.209; number 8, C, carries -0.274; number 9, N, carries 0.047; number 10, C, carries -0.192; number 11, C, carries 0.040; number 12, C, carries 0.015; number 13, C, carries 0.006; number 14, C, carries -0.125; number 15, N, carries -0.025; number 16, H, carries 0.117; number 17, H, carries 0.109; number 18, H, carries 0.142; number 19, H, carries 0.144; number 20, H, carries 0.129; number 21, H, carries 0.134; number 22, H, carries 0.130; number 23, H, carries 0.080; number 24, C, carries -0.044; number 25, C, carries -0.038; number 26, C, carries -0.006; number 27, C, carries -0.211; number 28, C, carries -0.235; number 29, C, carries -0.108; number 30, C, carries -0.226; number 31, C, carries 0.026; number 32, C, carries 0.042; number 33, C, carries -0.147; number 34, C, carries 0.000; number 35, C, carries -0.037; number 36, C, carries -0.059; number 37, C, carries -0.117; number 38, C, carries -0.227; number 39, N, carries 0.044; number 40, H, carries 0.118; number 41, H, carries 0.122; number 42, H, carries 0.114; number 43, H, carries 0.062; number 44, H, carries 0.120; number 45, H, carries 0.139; number 46, H, carries 0.131; number 47, H, carries 0.122; number 48, H, carries 0.092; number 49, H, carries -0.001; number 50, O, carries 0.136; number 51, N, carries -0.331; number 52, O, carries 0.093; number 53, C, carries -0.048; number 54, C, carries 0.092; number 55, C, carries -0.102; number 56, C, carries -0.006; number 57, C, carries 0.003; number 58, C, carries -0.147; number 59, N, carries -0.129; number 60, C, carries -0.263; number 61, C, carries -0.162; number 62, N, carries 0.004; number 63, C, carries -0.116; number 64, C, carries -0.020; number 65, C, carries 0.059; number 66, C, carries -0.051; number 67, H, carries 0.143; number 68, H, carries 0.126; number 69, H, carries 0.131; number 70, H, carries 0.124; number 71, H, carries 0.121; number 72, H, carries 0.128; number 73, H, carries 0.126; number 74, Ge, carries 0.935; number 75, C, carries -0.377; number 76, C, carries -0.125; number 77, C, carries -0.065; number 78, C, carries -0.057; number 79, C, carries -0.072; number 80, C, carries -0.132; number 81, C, carries -0.356; number 82, C, carries -0.168; number 83, C, carries -0.113; number 84, C, carries -0.126; number 85, C, carries -0.083; number 86, C, carries -0.118; number 87, H, carries 0.001; number 88, H, carries 0.095; number 89, H, carries 0.114; number 90, H, carries 0.117; number 91, H, carries 0.118; number 92, H, carries 0.099; number 93, H, carries 0.081; number 94, H, carries 0.119; number 95, H, carries 0.119; number 96, H, carries 0.122; number 97, H, carries 0.110; number 98, C, carries 0.085; number 99, O, carries -0.022

The following is a DFT calculation (ωB97M-V with the def2-TZVPD basis set) of a structure of composition C49H39N3O2S4Tc in a non-equilibrium geometry.

CARTESIAN COORDINATES (ANGSTROEM)
1 Tc -0.2176 0.4320 -0.0001
2 C 4.7508 -1.5727 -1.1093
3 S 4.6960 -0.0643 -0.1079
4 C 3.0190 0.2350 -0.0011
5 S 1.8075 -0.6518 -0.8902
6 N 2.6490 1.2010 0.7915
7 N 1.3981 1.4926 0.9672
8 C 1.0903 2.3873 1.8675
9 C -0.2930 2.5490 2.1563
10 C -0.7815 3.3557 3.1898
11 C -2.1372 3.3500 3.4592
12 C -2.9735 2.5715 2.6654
13 C -2.4226 1.8171 1.6413
14 N -1.1175 1.7913 1.3954
15 H 5.7101 -1.5804 -1.6184
16 H 3.9448 -1.5732 -1.8373
17 H 4.6707 -2.4284 -0.4462
18 H 1.8718 2.9152 2.3958
19 H -0.0909 3.9508 3.7685
20 H -2.5418 3.9253 4.2752
21 H -4.0377 2.5517 2.8376
22 H -3.0510 1.2087 1.0039
23 C -3.8813 -5.5231 5.4565
24 C -3.1904 -4.6765 4.4476
25 C -3.6674 -4.6205 3.1364
26 C -3.0439 -3.8325 2.1958
27 C -1.9200 -3.0935 2.5492
28 C -1.4139 -3.1414 3.8363
29 C -2.0567 -3.9280 4.7756
30 S -1.2635 -2.2433 1.1282
31 O -0.7254 -0.8770 1.5310
32 C 0.2630 -3.1717 0.9188
33 C 1.3958 -2.8682 1.6800
34 C 2.5420 -3.5901 1.4823
35 C 2.6134 -4.5814 0.4806
36 C 3.7900 -5.3263 0.2544
37 C 3.8423 -6.2598 -0.7466
38 C 2.7278 -6.4817 -1.5720
39 C 1.5614 -5.7956 -1.3627
40 C 1.4696 -4.8540 -0.3175
41 C 0.2697 -4.1530 -0.0445
42 C -0.9840 -4.5120 -0.7255
43 C -1.6432 -5.7210 -0.3868
44 C -1.1372 -6.6161 0.5814
45 C -1.7660 -7.8120 0.8156
46 C -2.9292 -8.1573 0.1084
47 C -3.4686 -7.2873 -0.8050
48 C -2.8461 -6.0467 -1.0730
49 C -3.3692 -5.1348 -2.0156
50 C -2.7230 -3.9649 -2.3271
51 C -1.5190 -3.6695 -1.6809
52 S -0.4389 -2.2646 -2.0343
53 O -1.0508 -1.1482 -1.1627
54 C -0.7502 -1.7407 -3.7060
55 C 0.1322 -2.2098 -4.6733
56 C 0.0866 -1.6782 -5.9470
57 C -0.8178 -0.6639 -6.2683
58 C -0.8087 -0.0281 -7.6125
59 C -1.7126 -0.2335 -5.2850
60 C -1.6806 -0.7591 -4.0081
61 H -4.9247 -5.6699 5.1903
62 H -3.8290 -5.0791 6.4467
63 H -3.4152 -6.5088 5.5125
64 H -4.5377 -5.1898 2.8531
65 H -3.4150 -3.7749 1.1824
66 H -0.5383 -2.5716 4.1088
67 H -1.6652 -3.9652 5.7806
68 H 1.3450 -2.0820 2.4189
69 H 3.4133 -3.4081 2.0921
70 H 4.6449 -5.1523 0.8901
71 H 4.7388 -6.8392 -0.9047
72 H 2.7915 -7.2032 -2.3715
73 H 0.6955 -5.9747 -1.9825
74 H -0.2356 -6.3637 1.1206
75 H -1.3557 -8.5067 1.5349
76 H -3.3936 -9.1162 0.2896
77 H -4.3648 -7.5484 -1.3478
78 H -4.2960 -5.3874 -2.5051
79 H -3.1312 -3.2870 -3.0604
80 H 0.8388 -2.9875 -4.4248
81 H 0.7675 -2.0484 -6.6985
82 H -0.2467 -0.6235 -8.3242
83 H -0.3391 0.9535 -7.5488
84 H -1.8178 0.1214 -7.9878
85 H -2.4451 0.5216 -5.5259
86 H -2.3648 -0.4135 -3.2466
87 C -0.4681 1.6901 -1.3564
88 C -0.9833 2.5313 -2.3002
89 C -0.2385 2.9998 -3.4140
90 C -0.8326 3.8075 -4.3548
91 C -2.1662 4.1855 -4.2283
92 C -2.9218 3.7263 -3.1512
93 C -2.3540 2.9161 -2.1978
94 H 0.7949 2.7068 -3.5059
95 H -0.2554 4.1586 -5.1959
96 H -2.6174 4.8362 -4.9620
97 H -3.9604 4.0115 -3.0652
98 H -2.9362 2.5568 -1.3632

As for the molecular weight: 928.14 Da. As for the total charge: +3. The value obtained for the LUMO energy is -10.2 eV. The value obtained for the HOMO energy is -14.875 eV. Its orbital gap is 4.7 eV.

Atom-resolved charges from Löwdin, all expressed in e: number 1, Tc, carries 1.326; number 2, C, carries -0.349; number 3, S, carries 1.002; number 4, C, carries -0.990; number 5, S, carries 0.768; number 6, N, carries -0.080; number 7, N, carries -0.126; number 8, C, carries 0.015; number 9, C, carries -0.227; number 10, C, carries 0.049; number 11, C, carries 0.014; number 12, C, carries 0.010; number 13, C, carries -0.090; number 14, N, carries -0.036; number 15, H, carries 0.058; number 16, H, carries 0.006; number 17, H, carries 0.029; number 18, H, carries 0.159; number 19, H, carries 0.139; number 20, H, carries 0.136; number 21, H, carries 0.130; number 22, H, carries 0.127; number 23, C, carries -0.025; number 24, C, carries -0.237; number 25, C, carries -0.008; number 26, C, carries -0.085; number 27, C, carries -0.360; number 28, C, carries -0.043; number 29, C, carries -0.002; number 30, S, carries 1.101; number 31, O, carries -0.601; number 32, C, carries -0.320; number 33, C, carries -0.079; number 34, C, carries 0.003; number 35, C, carries -0.151; number 36, C, carries -0.013; number 37, C, carries -0.033; number 38, C, carries -0.030; number 39, C, carries 0.002; number 40, C, carries -0.112; number 41, C, carries -0.199; number 42, C, carries -0.189; number 43, C, carries -0.113; number 44, C, carries 0.003; number 45, C, carries -0.030; number 46, C, carries -0.030; number 47, C, carries 0.002; number 48, C, carries -0.140; number 49, C, carries 0.017; number 50, C, carries -0.032; number 51, C, carries -0.289; number 52, S, carries 1.051; number 53, O, carries -0.706; number 54, C, carries -0.382; number 55, C, carries -0.056; number 56, C, carries -0.001; number 57, C, carries -0.240; number 58, C, carries -0.024; number 59, C, carries -0.017; number 60, C, carries -0.075; number 61, H, carries 0.090; number 62, H, carries 0.092; number 63, H, carries 0.102; number 64, H, carries 0.127; number 65, H, carries 0.108; number 66, H, carries 0.116; number 67, H, carries 0.128; number 68, H, carries 0.115; number 69, H, carries 0.131; number 70, H, carries 0.125; number 71, H, carries 0.121; number 72, H, carries 0.120; number 73, H, carries 0.126; number 74, H, carries 0.126; number 75, H, carries 0.120; number 76, H, carries 0.122; number 77, H, carries 0.125; number 78, H, carries 0.130; number 79, H, carries 0.118; number 80, H, carries 0.120; number 81, H, carries 0.129; number 82, H, carries 0.090; number 83, H, carries 0.095; number 84, H, carries 0.096; number 85, H, carries 0.124; number 86, H, carries 0.111; number 87, C, carries 0.031; number 88, C, carries -0.286; number 89, C, carries 0.016; number 90, C, carries -0.023; number 91, C, carries 0.017; number 92, C, carries -0.025; number 93, C, carries 0.002; number 94, H, carries 0.131; number 95, H, carries 0.128; number 96, H, carries 0.134; number 97, H, carries 0.128; number 98, H, carries 0.112